# 1
# C5H17N3

A 2-piece molecular cluster, C5H17N3 overall in a non-equilibrium geometry (wB97M-V/def2-TZVPD, the OMol25 dataset).

Computed properties:
Highest occupied orbital energy = -8.208 eV
Gap between HOMO and LUMO = 0.334 hartree
F_max = 4.0 eV/A
ΔE to the lowest compared entry with this formula, charge and spin = 1.964 eV
Structure (SMILES) = CC(C)CN.CNN

```
25
Properties=species:S:1:pos:R:3:lowdin_charge:R:1
C -1.18712 -0.16569 -0.13502 -0.40
C -0.79532 1.52991 -0.27881 -0.26
C -1.79575 -0.40508 1.24447 -0.10
C -2.19939 -0.44143 -1.24400 -0.11
N 0.16019 2.07655 0.59992 -0.05
H -0.39742 -0.91356 -0.27689 0.10
H 1.16155 1.52898 0.42615 0.10
H -0.12205 1.95128 1.56711 0.05
H -0.44726 1.63276 -1.30828 0.09
H -1.78135 1.98861 -0.15389 0.10
H -1.73587 -0.31501 -2.22231 0.07
H -2.57320 -1.46651 -1.19357 0.07
H -1.06441 -0.24904 2.03965 0.06
H -2.62214 0.28254 1.41840 0.08
H -2.17741 -1.42153 1.34173 0.07
H -3.04539 0.24193 -1.17434 0.08
C 2.51402 -1.06157 0.80098 -0.12
N 1.96849 0.05543 0.03670 -0.26
N 2.19912 0.00059 -1.36646 0.00
H 0.92548 -0.00739 0.15567 0.04
H 3.19340 0.10693 -1.54358 0.07
H 1.89426 -0.89809 -1.74688 0.07
H 3.59857 -1.12751 0.66711 0.08
H 2.05760 -2.01788 0.49415 0.07
H 2.27140 -0.90522 1.85202 0.08
```

# 2
# C10H35O8Ti

C10H35O8Ti as an isolated structure in a non-equilibrium geometry (wB97M-V/def2-TZVPD, the OMol25 dataset).

Computed properties:
Highest occupied orbital energy (alpha / beta) = -5.895 / -9.544 eV
2S+1 = 4
Gap between HOMO and LUMO (alpha / beta) = 0.218 / 0.345 hartree
F_max = 1.1 eV/A
⟨S²⟩ = 3.751

```
54
Properties=species:S:1:pos:R:3:lowdin_spin:R:1
Ti 0.68073 -1.67216 -1.41865 2.70
O 0.29291 -0.40558 0.47778 0.06
H 0.25555 0.35071 -0.12012 0.01
C 0.45234 3.26796 0.91580 0.00
O 1.45332 2.28823 0.56706 0.00
H -0.23242 2.87449 1.66562 0.00
H 0.95869 4.13942 1.32653 0.00
H -0.10392 3.57702 0.02796 0.00
H 1.09500 1.41819 0.78230 0.00
C 3.32195 -0.71687 2.40384 0.00
O 2.81892 -1.30046 1.21413 0.02
H 3.09795 0.35450 2.46127 0.00
H 2.89426 -1.17584 3.30494 0.00
H 4.39728 -0.87967 2.41211 0.00
H 1.92143 -0.96929 1.02437 0.01
C -1.53215 -0.77641 3.44646 0.00
O -0.35655 -0.02306 3.21280 0.00
H -1.93432 -0.48259 4.41908 0.00
H -2.32830 -0.54651 2.72381 0.00
H -1.34076 -1.85377 3.45406 0.00
H -0.11396 -0.14069 2.28248 0.00
C 4.64571 1.68344 -0.89566 0.00
O 3.36530 1.24376 -1.28263 0.01
H 4.71049 2.77954 -0.91539 0.00
H 4.88991 1.38312 0.12857 0.00
H 5.34631 1.25177 -1.60287 0.00
H 2.71733 1.53477 -0.62220 0.00
C -1.42837 -4.82074 0.21784 0.01
C -1.23327 -3.48946 0.88787 0.01
O -1.21158 -2.45806 -0.08149 0.06
H -0.56246 -5.15699 -0.34589 0.01
H -2.31097 -4.78244 -0.42586 0.00
H -1.66987 -5.56999 0.97778 0.00
H -0.31608 -3.48874 1.49093 0.00
H -2.05199 -3.30421 1.59203 0.00
H -0.77117 -1.65232 0.29906 0.01
C 0.64029 2.05565 -3.67844 0.00
C -0.16601 1.10671 -2.85703 0.01
O 0.08077 -0.27469 -3.21162 0.07
H 0.38814 2.05617 -4.73940 0.00
H 1.70608 1.82300 -3.58440 0.00
H 0.55926 3.06669 -3.27104 0.00
H -1.23702 1.32135 -2.87986 0.00
H 0.14680 1.22882 -1.81943 0.01
H -0.14900 -0.40286 -4.13707 0.01
C -4.36685 1.02199 -1.03656 0.00
C -3.25429 0.14181 -0.51201 0.00
O -2.36405 0.96247 0.24660 0.00
H -5.09242 0.47403 -1.64026 0.00
H -3.96741 1.81231 -1.68063 0.00
H -4.86667 1.50520 -0.19850 0.00
H -2.70287 -0.35819 -1.31248 0.00
H -3.69460 -0.62209 0.13903 0.00
H -1.47739 0.60050 0.16740 0.00
```

# 3
# C18H16O5S

One molecule with the formula C18H16O5S in a non-equilibrium geometry (wB97M-V/def2-TZVPD, the OMol25 dataset).

Computed properties:
Highest occupied orbital energy = -9.066 eV
Gap between HOMO and LUMO = 0.332 hartree
F_max = 4.1 eV/A
ΔE to the lowest compared entry with this formula, charge and spin = 0.000 eV
Structure (SMILES) = CC(=O)C[C@H](C1=C(O)c2ccccc2OS1(=O)=O)c1ccccc1

```
40
Properties=species:S:1:pos:R:3:lowdin_charge:R:1
O 3.58412 0.96514 2.10647 0.07
O -1.43518 -0.78103 2.94968 -0.28
O -0.67284 -2.46106 1.35040 -0.29
O -0.63784 2.02993 -0.69509 0.11
O -2.88742 -1.25679 0.89413 -0.12
C 3.21389 -0.19167 1.95844 -0.41
C -1.26547 1.08905 0.00804 -0.26
C -0.50886 0.14843 0.63625 -0.14
C 2.33673 -0.77730 -3.38202 -0.10
C -5.55597 1.08630 0.03611 -0.06
C -4.89200 2.21793 -0.42465 -0.06
C 1.48513 -1.64467 -2.71564 -0.06
C 2.83587 0.37936 -2.77256 -0.06
C -4.83566 -0.02244 0.47851 0.00
C -3.49920 2.17327 -0.43511 0.00
C 1.09720 -1.35207 -1.37667 0.01
C 2.42959 0.68213 -1.45004 -0.03
C -3.44032 -0.03605 0.52043 -0.22
C -2.73747 1.09306 0.05335 -0.07
C 1.53659 -0.15637 -0.74722 -0.21
C 4.26113 -1.25230 2.18704 -0.01
C 1.75964 -0.55502 1.71604 -0.08
C 1.03487 0.25595 0.61854 -0.23
S -1.37134 -1.16695 1.53099 0.78
H 0.18242 1.61821 -1.00201 0.09
H 2.61875 -0.95498 -4.41745 0.10
H -6.64760 1.00562 0.03735 0.11
H -5.37832 3.09315 -0.77310 0.10
H 1.15734 -2.57087 -3.18317 0.11
H 3.49768 1.01234 -3.34786 0.10
H -5.32127 -0.94822 0.74831 0.12
H -2.91934 2.98197 -0.89497 0.12
H 0.37523 -1.99032 -0.93965 0.09
H 2.77300 1.59058 -0.93838 0.12
H 3.96414 -1.92123 2.98516 0.09
H 4.37116 -1.81158 1.27441 0.08
H 5.21322 -0.82964 2.47098 0.08
H 1.69858 -1.60802 1.45370 0.11
H 1.23789 -0.43982 2.64941 0.13
H 1.34197 1.30599 0.83185 0.16
```

# 4
# C4H4NO

An isolated ion of composition C4H4NO and charge +1 in a non-equilibrium geometry (wB97M-V/def2-TZVPD, the OMol25 dataset).

Computed properties:
Highest occupied orbital energy (alpha / beta) = -14.794 / -14.993 eV
Gap between HOMO and LUMO (alpha / beta) = 0.305 / 0.315 hartree
F_max = 2.8 eV/A
ΔE to the lowest compared entry with this formula, charge and spin = 5.105 eV
Charge = +1

```
10
Properties=species:S:1:pos:R:3:lowdin_charge:R:1
C 0.84541 -0.49227 -0.22611 -0.08
C 0.74509 -1.71183 -0.59150 0.34
C -0.28382 0.39803 0.13391 -0.26
C -0.23603 1.66786 0.54828 0.23
N -1.73379 -1.34723 -0.27972 0.31
O -1.54123 -0.22041 0.04199 -0.01
H 1.81058 0.00182 -0.14364 0.16
H 0.84055 -2.71648 -0.91389 0.09
H -1.13922 2.21316 0.78653 0.11
H 0.69246 2.20736 0.64416 0.11
```

# 5
# C12H14IIrN3O2

C12H14IIrN3O2 as an isolated structure in a non-equilibrium geometry (wB97M-V/def2-TZVPD, the OMol25 dataset).

Computed properties:
Highest occupied orbital energy (alpha / beta) = -14.604 / -15.889 eV
2S+1 = 6
Gap between HOMO and LUMO (alpha / beta) = 0.218 / 0.136 hartree
F_max = 4.0 eV/A
⟨S²⟩ = 8.811
Charge = +2

```
33
Properties=species:S:1:pos:R:3:lowdin_spin:R:1
C 2.60415 3.37686 1.10722 0.01
C 3.48354 2.25192 0.53449 0.05
H 2.14658 3.97810 0.32008 0.00
H 3.24793 4.00232 1.73723 0.00
H 1.79390 3.01546 1.74193 0.01
H 2.93139 1.53688 -0.09964 0.04
H 4.29944 2.62872 -0.09858 0.00
H 3.96704 1.63246 1.30132 0.00
C -2.52812 1.11387 -0.53033 0.12
C -3.80139 1.01337 -1.09853 0.17
C -4.08856 -0.00292 -2.00506 -0.01
C -3.09973 -0.95332 -2.24559 0.16
H -2.28953 1.85122 0.23002 0.01
H -4.55659 1.73699 -0.78993 0.01
H -5.04788 -0.05465 -2.51359 0.00
H -3.27807 -1.86022 -2.79486 0.01
N -1.51881 0.29526 -0.94025 0.14
C -1.81307 -0.75667 -1.72684 0.10
C -0.73604 -1.68090 -1.85671 0.09
N 0.39484 -1.29930 -1.18752 0.18
C 1.37268 -2.19600 -0.94397 0.10
C 0.24053 -3.81418 -2.32926 -0.01
C 1.34594 -3.43638 -1.56710 0.17
H 2.15890 -1.87132 -0.24470 0.01
H 2.17903 -4.11908 -1.41616 0.01
C -0.83510 -2.95312 -2.41505 0.13
H -1.78404 -3.25450 -2.83999 0.00
H 0.21280 -4.76538 -2.84398 0.00
Ir 0.50929 0.61456 -0.42058 2.41
I 1.30522 2.04846 -2.18558 0.68
O -1.22754 -0.49483 2.79639 0.05
N -1.08461 -0.05865 1.71510 0.03
O 0.35119 -0.23614 1.21982 0.33
```

# 6
# CH4N2O

A 2-piece molecular cluster, CH4N2O overall in a non-equilibrium geometry (wB97M-V/def2-TZVPD, the OMol25 dataset).

Computed properties:
Highest occupied orbital energy = -8.806 eV
Gap between HOMO and LUMO = 0.344 hartree
F_max = 4.0 eV/A
ΔE to the lowest compared entry with this formula, charge and spin = 4.463 eV
Structure (SMILES) = [H]/N=N\[H].C=O

```
8
Properties=species:S:1:pos:R:3:lowdin_charge:R:1
C 2.23962 0.25187 -0.08713 -0.15
H -1.64483 -1.34946 0.18602 0.07
H -2.01330 1.04710 0.26961 0.07
H 2.94446 1.09164 -0.19198 0.08
H 1.16048 0.50246 -0.18960 0.07
N -2.58448 -0.91898 -0.14210 -0.05
N -2.70039 0.25926 0.07488 -0.09
O 2.59844 -0.88388 0.08031 -0.01
```

Repeat the sixth record exactly.
# CH4N2O

A 2-piece molecular cluster, CH4N2O overall in a non-equilibrium geometry (wB97M-V/def2-TZVPD, the OMol25 dataset).

Computed properties:
Highest occupied orbital energy = -8.806 eV
Gap between HOMO and LUMO = 0.344 hartree
F_max = 4.0 eV/A
ΔE to the lowest compared entry with this formula, charge and spin = 4.463 eV
Structure (SMILES) = [H]/N=N\[H].C=O

```
8
Properties=species:S:1:pos:R:3:lowdin_charge:R:1
C 2.23962 0.25187 -0.08713 -0.15
H -1.64483 -1.34946 0.18602 0.07
H -2.01330 1.04710 0.26961 0.07
H 2.94446 1.09164 -0.19198 0.08
H 1.16048 0.50246 -0.18960 0.07
N -2.58448 -0.91898 -0.14210 -0.05
N -2.70039 0.25926 0.07488 -0.09
O 2.59844 -0.88388 0.08031 -0.01
```